[1]
{
  "formula": "C4H12N2O",
  "method": "ωB97M-V/def2-TZVPD",
  "de_lowest_kj_mol": 139.71,
  "homo_energy_ev": -7.1,
  "symbols": ["C", "C", "C", "N", "C", "N", "H", "H", "H", "H", "H", "H", "H", "H", "H", "H", "O", "H", "H"],
  "coordinates": [[0.313686, -0.721834, -2.778248], [-0.659740, 0.314950, -2.157740], [-0.719461, 0.149400, -0.664551], [-1.182499, -1.110229, -0.250370], [-0.400156, 1.123773, 0.170400], [-0.384087, 1.013412, 1.589874], [-0.207731, -1.669168, -2.857917], [1.179731, -0.698650, -2.120183], [0.641376, -0.364499, -3.754323], [-1.681071, 0.247050, -2.556337], [-0.411156, 1.325054, -2.430526], [-0.772367, -1.888173, -0.730387], [-1.355768, -1.223011, 0.733226], [-0.185409, 2.106028, -0.222004], [0.186140, 0.290949, 1.970910], [-0.172990, 1.925930, 1.956425], [1.683623, -0.196254, 4.446167], [2.224852, -0.986235, 4.478921], [1.903027, 0.361509, 5.176664]],
  "forces_ev_per_a": [[-0.64, 1.53, 0.14], [-0.56, -0.32, 0.00], [-0.28, -0.31, -0.51], [-0.17, 0.43, -0.15], [0.22, 0.14, 0.57], [-0.86, 0.81, -0.82], [0.45, -0.35, -0.03], [0.16, -0.64, -0.08], [-0.10, -0.32, -0.13], [0.10, -0.55, -0.04], [0.67, 0.49, 0.15], [0.02, -0.30, 0.19], [0.22, -0.13, 0.05], [0.06, 0.08, -0.11], [0.53, -0.31, 0.26], [0.20, -0.26, 0.55], [-0.56, -0.34, -1.01], [0.17, 0.04, 0.25], [0.37, 0.29, 0.72]]
}

---

[2]
{
  "formula": "C4H12N2O",
  "method": "ωB97M-V/def2-TZVPD",
  "de_lowest_kj_mol": 108.96,
  "homo_energy_ev": -9.1,
  "symbols": ["N", "C", "C", "N", "C", "C", "O", "H", "H", "H", "H", "H", "H", "H", "H", "H", "H", "H", "H"],
  "coordinates": [[2.192436, -1.129476, 0.573293], [1.007424, -0.290126, 0.751143], [0.307636, -0.023412, -0.577828], [1.211443, 0.577645, -1.572000], [-0.908337, 0.893949, -0.416259], [-2.051534, 0.281269, 0.359831], [-2.454036, -0.915312, -0.304770], [2.263266, -1.801299, 1.322625], [3.040734, -0.601156, 0.595332], [0.333470, -0.804541, 1.429730], [1.230084, 0.691478, 1.190735], [-0.050040, -0.958570, -1.012773], [1.948729, -0.089699, -1.746826], [1.677946, 1.372565, -1.137883], [-1.248917, 1.152378, -1.418971], [-0.584188, 1.812969, 0.084536], [-2.896027, 0.976724, 0.374902], [-1.755567, 0.075159, 1.392981], [-3.264524, -1.220542, 0.112201]],
  "forces_ev_per_a": [[-0.28, -0.27, 0.12], [-0.09, 0.00, -0.23], [-0.25, 0.19, -0.37], [-0.05, 0.05, 0.42], [0.34, -0.14, -0.02], [-0.15, 0.06, -0.18], [0.02, -0.03, 0.15], [0.01, -0.09, 0.01], [0.40, 0.34, -0.09], [-0.19, -0.02, 0.12], [0.12, -0.05, 0.14], [0.12, -0.10, 0.12], [0.18, -0.18, -0.15], [-0.08, 0.10, -0.13], [-0.03, 0.08, 0.01], [-0.12, 0.08, -0.03], [0.06, 0.11, 0.12], [-0.03, -0.05, 0.05], [0.02, -0.09, -0.06]]
}

---

[3]
{
  "formula": "C4H12N2O",
  "method": "ωB97M-V/def2-TZVPD",
  "de_lowest_kj_mol": 173.51,
  "homo_energy_ev": -9.0,
  "symbols": ["N", "C", "C", "C", "N", "C", "O", "H", "H", "H", "H", "H", "H", "H", "H", "H", "H", "H", "H"],
  "coordinates": [[1.848278, -0.402190, -1.705263], [1.884471, 0.047914, -0.274963], [0.767379, 0.981640, 0.254523], [-0.414878, 0.092940, 0.752486], [-1.121755, 0.766155, 1.820704], [-1.308760, -0.399898, -0.377773], [-1.900518, -1.651355, 0.030002], [1.235626, 0.203842, -2.237353], [1.487417, -1.335619, -1.842628], [1.890809, -0.902586, 0.263560], [2.822608, 0.523945, -0.004852], [1.185883, 1.523802, 1.079604], [0.365529, 1.672026, -0.511772], [-0.007323, -0.779451, 1.314172], [-1.790242, 1.450127, 1.466128], [-1.692771, 0.184656, 2.420183], [-1.876551, 0.470120, -0.706053], [-0.675675, -0.657980, -1.234164], [-2.699527, -1.788085, -0.506549]],
  "forces_ev_per_a": [[-0.02, 1.08, 0.38], [-0.15, -0.64, -0.72], [-0.92, -2.00, -0.80], [0.50, -0.34, 1.21], [-1.09, 1.23, 0.32], [1.99, -0.90, -0.17], [-1.15, 1.17, -0.37], [0.19, 0.10, -0.12], [0.02, -0.04, 0.42], [-0.12, 0.27, 0.47], [0.39, 0.06, -0.59], [-0.12, 0.43, 0.43], [0.50, -0.07, 0.22], [0.08, 0.26, -0.91], [0.31, 0.09, -0.06], [0.27, -0.50, -0.19], [-1.12, -0.36, 0.18], [0.04, 0.22, -0.02], [0.39, -0.06, 0.32]]
}

---

[4]
{
  "formula": "C4H12N2O",
  "method": "ωB97M-V/def2-TZVPD",
  "de_lowest_kj_mol": 91.63,
  "homo_energy_ev": -9.5,
  "symbols": ["C", "C", "O", "C", "N", "C", "N", "H", "H", "H", "H", "H", "H", "H", "H", "H", "H", "H", "H"],
  "coordinates": [[0.276305, 2.126340, -0.000388], [0.350005, 0.896509, 0.899432], [1.726202, 0.546791, 1.068055], [-0.395434, -0.300919, 0.352153], [-0.281917, -1.403911, 1.330909], [0.155191, -0.782946, -0.987084], [-0.879258, -1.496327, -1.725826], [1.253477, 2.388124, -0.388755], [-0.094995, 2.979623, 0.553951], [-0.445323, 1.979002, -0.796698], [-0.039223, 1.155456, 1.893484], [1.703475, -0.340405, 1.462539], [-1.450875, -0.034035, 0.186088], [-0.858561, -1.211992, 2.147859], [-0.656959, -2.243368, 0.903798], [0.596611, 0.071932, -1.517510], [0.992265, -1.446809, -0.786486], [-1.503392, -0.823860, -2.149075], [-0.447593, -2.059206, -2.446447]],
  "forces_ev_per_a": [[-0.41, 0.05, 0.37], [0.67, 0.24, 0.15], [-0.10, -0.18, 0.01], [-0.39, -0.49, 0.15], [-0.14, 0.27, -0.11], [0.34, 0.47, 0.26], [0.26, -0.13, 0.18], [0.09, -0.13, -0.19], [0.05, 0.24, 0.20], [0.07, -0.05, -0.37], [-0.23, -0.11, -0.07], [0.09, 0.11, -0.02], [0.07, 0.18, 0.04], [0.10, -0.02, -0.14], [0.03, -0.07, 0.01], [-0.19, -0.09, -0.10], [0.01, -0.20, 0.01], [-0.10, -0.13, -0.21], [-0.22, 0.06, -0.17]]
}